# 1
75
Properties=species:S:1:pos:R:3:forces:R:3 method="wB97M-V/def2-TZVPD" smiles="CCCCCC[C@H]1CC[C@H](C(=O)N[C@@H](CCSC)C(=O)N[C@H](C(=O)OC)C(C)C)CC1" de_lowest_ev=0.139 homo_lumo_gap_ev=9.1 fmax_ha_per_bohr=0.0135
C -9.33907 -1.77992 -1.05157 0.2 0.1 -0.1
C -8.46475 -0.60328 -1.46857 -0.2 0.1 0.1
C -8.44877 0.53000 -0.44173 0.1 -0.1 0.0
C -7.89199 0.14996 0.93224 0.0 -0.1 -0.1
C -6.46173 -0.39200 0.91970 -0.1 0.3 0.0
C -5.44884 0.61233 0.37270 0.1 -0.4 0.3
C -3.99110 0.19778 0.59883 -0.2 0.3 -0.5
C -3.05202 1.34909 0.22675 0.1 -0.2 0.4
C -1.59334 0.96692 0.45512 -0.1 0.2 -0.4
C -1.24426 -0.26493 -0.38500 0.0 0.0 0.2
C 0.22491 -0.62005 -0.26807 -0.5 0.0 -0.1
O 0.96068 -0.62572 -1.24700 0.1 0.0 -0.4
N 0.63870 -0.93526 0.97278 -0.1 0.0 0.5
C 1.99927 -1.25820 1.38410 0.2 -0.1 -0.2
C 2.58394 -2.40826 0.55390 0.1 0.1 0.2
C 3.99005 -2.75306 1.01787 0.0 -0.4 -0.4
S 4.70739 -4.12891 0.06380 0.1 0.1 0.0
C 5.11071 -3.26101 -1.47867 -0.2 -0.1 0.5
C 2.89530 -0.00392 1.33872 -0.2 -0.5 0.1
O 3.41152 0.44834 2.34029 0.1 0.2 0.3
N 3.06843 0.49223 0.10155 0.2 0.4 -0.6
C 3.63351 1.80368 -0.08850 0.1 0.1 0.2
C 2.57597 2.85758 0.23413 0.0 -0.3 0.1
O 1.41760 2.61603 0.45212 -0.1 0.1 0.0
O 3.09993 4.08260 0.24856 0.4 0.0 -0.1
C 2.20500 5.14468 0.55588 -0.3 0.1 0.1
C 4.17766 1.98818 -1.51718 0.0 -0.1 0.0
C 3.05283 1.97016 -2.55119 0.2 0.1 0.1
C 5.21298 0.90921 -1.82254 -0.1 0.3 0.0
C -2.15718 -1.43205 -0.00046 -0.1 0.0 -0.3
C -3.61899 -1.04512 -0.21256 0.1 -0.1 0.4
H -10.34781 -1.44199 -0.82338 -0.1 0.0 0.1
H -9.39664 -2.51090 -1.85522 -0.1 -0.1 0.0
H -8.93522 -2.27569 -0.17266 0.0 -0.1 0.1
H -7.44724 -0.95278 -1.65100 0.1 0.0 -0.1
H -8.84278 -0.20019 -2.41163 0.1 0.0 0.0
H -9.47208 0.88906 -0.30384 0.0 0.1 0.0
H -7.86680 1.36028 -0.84667 0.0 0.1 0.0
H -7.92481 1.03900 1.56772 0.0 0.0 0.1
H -8.54366 -0.59733 1.38908 -0.1 0.0 0.1
H -6.42870 -1.31188 0.33588 0.0 -0.1 0.0
H -6.18622 -0.64622 1.94687 0.0 -0.1 0.0
H -5.61105 0.75586 -0.69694 0.0 0.1 -0.1
H -5.61464 1.57440 0.86472 0.0 0.1 0.0
H -3.85636 -0.02832 1.66350 0.0 0.0 0.0
H -3.20116 1.60920 -0.82357 0.0 0.1 -0.1
H -3.29522 2.22946 0.82521 -0.1 0.1 0.0
H -1.44705 0.75494 1.51732 0.0 0.0 0.1
H -0.93236 1.79376 0.19205 0.0 0.0 0.1
H -1.41189 -0.02554 -1.44038 0.1 0.0 0.1
H -0.02166 -0.79935 1.72042 0.0 0.0 -0.1
H 1.95192 -1.56557 2.43390 0.0 0.1 -0.2
H 1.94046 -3.28493 0.66027 0.0 0.1 0.0
H 2.59192 -2.12590 -0.49840 0.0 -0.1 0.1
H 3.98554 -3.09215 2.05341 0.1 0.1 0.1
H 4.66226 -1.89942 0.93077 0.0 0.1 0.1
H 4.20123 -2.92110 -1.96516 0.0 0.1 -0.1
H 5.62000 -3.97794 -2.11360 0.1 0.0 -0.1
H 5.76960 -2.42562 -1.25834 0.1 0.1 -0.1
H 2.45218 0.14518 -0.63312 0.0 -0.1 0.2
H 4.44505 1.92850 0.63906 -0.1 0.0 -0.1
H 1.75738 4.98734 1.53885 0.0 0.0 -0.1
H 1.40898 5.19752 -0.18976 0.1 0.0 0.1
H 2.79890 6.05456 0.54624 0.0 0.0 0.0
H 4.66401 2.96876 -1.54446 0.0 -0.1 0.0
H 2.33727 2.76626 -2.35753 -0.1 0.1 -0.1
H 3.46455 2.11730 -3.54700 0.0 0.0 -0.1
H 2.51715 1.02398 -2.54200 -0.1 -0.1 -0.1
H 4.74471 -0.07145 -1.82410 0.0 -0.2 0.0
H 6.00621 0.91579 -1.07861 0.1 -0.1 0.1
H 5.65566 1.08040 -2.80063 0.1 0.0 -0.1
H -2.00456 -1.70012 1.04804 0.0 0.0 0.1
H -1.91435 -2.30703 -0.60751 0.0 -0.1 0.1
H -3.78970 -0.84460 -1.27275 -0.1 0.0 -0.1
H -4.25340 -1.88395 0.07711 -0.1 0.0 -0.1


# 2
83
Properties=species:S:1:pos:R:3:forces:R:3 method="wB97M-V/def2-TZVPD" smiles="COC(=O)OC.COC(=O)OC.COCCOCCOC.CC#N.CC#N.CC#N.CC#N.CC#N.CC#N" de_lowest_ev=0.000 homo_lumo_gap_ev=10.0 fmax_ha_per_bohr=0.0376
C -2.12836 -5.26815 -0.48134 0.4 -0.6 1.7
O -3.38240 -5.90177 -0.72678 -0.2 0.3 -1.1
C -4.17171 -6.18056 0.31074 0.9 0.2 0.1
O -3.88938 -6.01405 1.46388 0.0 0.1 0.0
O -5.31958 -6.69686 -0.07188 -1.3 -0.4 0.6
C -5.67602 -6.91472 -1.42040 1.0 0.0 -1.1
H -1.74052 -4.75471 -1.35004 -0.4 0.0 -0.2
H -1.44493 -6.05145 -0.14366 0.2 0.1 -0.3
H -2.19989 -4.61555 0.38876 -0.2 0.3 -0.3
H -5.12472 -7.76570 -1.82808 0.0 -0.1 0.1
H -5.38993 -6.06653 -2.04294 -0.2 0.1 0.1
H -6.73493 -7.12158 -1.52302 -0.1 0.1 0.5
C 5.71241 4.04436 0.99722 -0.3 0.7 -0.1
O 4.44527 3.54563 1.43532 0.3 -0.3 0.3
C 3.37248 3.88052 0.73179 0.7 0.1 -0.6
O 3.38631 4.41772 -0.34583 -0.3 0.1 0.1
O 2.31416 3.49511 1.42864 -0.5 0.3 0.3
C 1.03253 3.66272 0.82690 -0.8 0.3 -0.1
H 5.78426 4.13503 -0.08414 -0.2 -0.2 0.0
H 6.48670 3.38850 1.38030 -0.1 -0.1 0.1
H 5.79719 5.05259 1.41124 0.3 -0.1 0.0
H 0.76829 2.71682 0.36075 -0.2 0.2 -0.1
H 0.92358 4.50353 0.14261 0.8 -0.2 -0.4
H 0.28745 3.92885 1.57910 0.3 -0.6 0.4
C -1.70346 1.34729 2.96156 0.1 0.9 -0.4
O -1.43291 1.85182 1.65589 -0.5 -0.3 0.0
C -2.19557 1.15257 0.70276 0.3 -0.4 -1.3
C -1.99749 1.72198 -0.70186 1.2 0.2 1.5
O -2.64595 2.95168 -0.84511 -0.6 0.0 -0.6
C -2.68958 3.34212 -2.21681 -0.1 -0.7 0.4
C -3.05314 4.79721 -2.37400 0.0 -0.9 1.2
O -2.10663 5.55330 -1.64256 0.3 0.2 -0.9
C -1.92936 6.86077 -2.13384 -0.4 0.5 0.3
H -1.40489 0.30139 3.08048 -0.1 0.3 -0.1
H -2.76934 1.47489 3.16875 0.0 -0.1 0.2
H -1.12188 2.01776 3.59299 -0.1 -0.3 0.4
H -3.25987 1.09345 0.95128 0.0 0.2 0.2
H -1.80868 0.12663 0.60342 -0.3 -0.1 0.3
H -2.19984 0.92554 -1.42577 -0.6 0.3 -0.2
H -0.91453 1.90902 -0.77743 0.0 -0.1 -0.3
H -3.45402 2.72465 -2.70843 0.0 0.1 -0.2
H -1.72853 3.09306 -2.67651 0.1 0.3 -0.1
H -4.02955 4.94859 -1.89895 -0.2 0.1 -0.3
H -3.12489 4.93733 -3.45707 0.3 0.7 0.0
H -2.81206 7.48924 -1.94319 -0.1 -0.2 -0.1
H -1.72159 6.88708 -3.20660 0.1 -0.1 0.0
H -1.12948 7.34592 -1.57549 0.2 -0.3 -0.1
C 0.80387 -0.19785 0.51903 -0.7 0.7 0.5
C 0.29608 -1.43827 -0.05079 0.6 0.5 0.0
N -0.15660 -2.39314 -0.49538 -0.2 -0.2 -0.2
H 0.63740 0.66252 -0.13203 0.2 -0.4 -0.4
H 1.83416 -0.18943 0.86047 0.1 -0.5 -0.3
H 0.16379 0.01524 1.37824 0.2 -0.1 0.0
C 1.67487 1.02892 3.82487 0.6 -0.3 -0.6
C 3.06403 0.98674 3.35000 0.0 -0.4 0.6
N 4.16019 0.89404 3.02238 -0.1 0.0 -0.1
H 1.62118 1.13336 4.90532 0.1 0.5 0.0
H 1.19850 0.07178 3.60410 0.2 0.4 -0.3
H 1.20984 1.82948 3.25198 -0.4 0.1 0.4
C 2.17350 -3.48193 -2.97060 0.0 0.4 0.3
C 3.46198 -4.10152 -2.67581 -0.3 0.3 -0.3
N 4.45111 -4.64391 -2.47801 0.3 -0.1 0.1
H 1.62844 -3.32669 -2.03722 -0.2 -0.5 -0.1
H 1.66554 -4.11415 -3.69554 -0.3 0.0 0.2
H 2.23573 -2.46228 -3.35309 0.5 -0.1 -0.3
C -1.44357 -1.62575 -3.45218 0.0 0.8 -0.5
C -0.66690 -0.38908 -3.43997 0.8 -0.3 0.2
N -0.08558 0.60041 -3.43793 0.0 0.1 0.0
H -0.89436 -2.51452 -3.74956 0.3 0.2 0.0
H -2.15420 -1.37914 -4.24858 -0.6 -0.7 0.5
H -1.83691 -1.76678 -2.44911 -0.4 -0.1 -0.2
C 6.17511 -2.13675 -1.36599 0.4 -0.9 0.5
C 4.79143 -1.82659 -1.05438 0.4 0.2 -0.4
N 3.70370 -1.56809 -0.81354 -0.5 0.1 0.2
H 6.37984 -3.13441 -0.96476 0.0 0.1 0.1
H 6.84741 -1.44117 -0.86886 0.0 0.1 -0.2
H 6.40227 -2.24212 -2.42343 -0.3 0.4 -0.1
C -0.21676 -1.49948 5.81417 0.2 -0.4 -0.5
C -0.18730 -1.54317 4.34590 -0.2 -0.3 0.7
N -0.16904 -1.55220 3.20141 -0.1 -0.4 -0.2
H 0.19170 -0.55215 6.15522 -0.1 0.1 0.1
H 0.40055 -2.31187 6.19595 0.0 0.0 0.0
H -1.23607 -1.66309 6.15514 0.0 0.2 0.1


# 3
92
Properties=species:S:1:pos:R:3:forces:R:3 method="wB97M-V/def2-TZVPD" smiles="COC(=O)OC.COC(=O)OC.COC(=O)OC.COC(=O)OC.COC(=O)OC.COC(=O)OC.O=C1OCCO1.O=C1OCCO1" de_lowest_ev=0.128 homo_lumo_gap_ev=10.4 fmax_ha_per_bohr=0.0279
C 2.43110 0.21159 -1.64712 0.4 0.0 0.4
O 2.67355 0.91667 -2.86764 -0.2 -0.2 -0.5
C 3.92824 1.28942 -3.08804 0.3 0.0 0.1
O 4.82249 1.22203 -2.29027 0.2 -0.2 0.1
O 4.03812 1.76238 -4.33410 -0.8 0.0 -0.1
C 5.28458 1.58740 -4.99205 -0.2 -0.6 -0.8
H 2.53980 0.89974 -0.81062 -0.2 -0.1 0.1
H 3.13894 -0.60584 -1.50361 0.1 0.1 -0.2
H 1.43373 -0.20800 -1.71025 -0.1 0.3 0.0
H 5.98256 1.10559 -4.31564 0.4 0.5 0.0
H 5.58911 2.51735 -5.46399 0.3 0.2 0.6
H 5.11511 0.91875 -5.84757 -0.1 -0.1 0.3
C 1.01853 -5.63087 -0.36185 -0.2 0.2 0.2
O 2.23216 -5.97848 0.29844 0.3 0.1 0.3
C 2.67003 -7.21476 0.07000 0.1 0.3 -0.4
O 2.12306 -8.01847 -0.63724 0.0 -0.2 0.2
O 3.83590 -7.36314 0.70700 -0.1 0.1 0.1
C 4.41483 -8.65925 0.65292 -0.1 -0.6 -0.7
H 0.19456 -6.21668 0.04269 0.0 -0.2 -0.3
H 1.12695 -5.74303 -1.43683 -0.2 -0.1 0.0
H 0.82675 -4.58838 -0.11657 0.2 0.0 0.0
H 4.06969 -9.20309 -0.22764 -0.2 0.1 0.1
H 4.14320 -9.22796 1.53898 0.1 0.1 0.1
H 5.48983 -8.57439 0.52707 0.0 0.3 0.4
C -4.58744 4.41798 3.05779 0.5 -0.3 0.7
O -5.84262 4.77103 2.49415 0.1 -0.3 -0.3
C -6.52766 5.67904 3.19769 0.0 0.3 0.2
O -6.14630 6.21107 4.20101 0.1 -0.1 -0.1
O -7.70303 5.97076 2.64723 -0.4 0.3 -0.2
C -8.28544 5.09279 1.69122 0.1 -0.9 -0.3
H -4.14884 3.58782 2.51280 -0.4 0.1 -0.4
H -4.71696 4.06628 4.08210 0.0 0.2 0.0
H -3.88727 5.25202 3.04924 -0.2 0.1 0.0
H -8.71847 4.23295 2.21013 0.0 0.1 0.0
H -7.55717 4.71608 0.97461 0.1 0.1 0.1
H -9.07034 5.58956 1.13080 0.0 0.4 0.3
C -1.00854 6.08149 -4.54163 0.2 0.5 0.0
O -0.77026 4.69085 -4.72318 -0.2 0.0 -0.2
C -0.71989 3.97604 -3.60021 -0.1 0.0 0.3
O -0.82750 4.41087 -2.48001 0.1 0.1 0.0
O -0.55318 2.70704 -3.92263 0.3 -0.3 -0.5
C -0.29742 1.82960 -2.83954 -0.2 -0.5 1.3
H -1.23432 6.52112 -5.51002 0.0 -0.3 -0.1
H -0.10229 6.56429 -4.17235 -0.1 0.0 0.2
H -1.84208 6.27370 -3.87035 0.1 -0.1 0.1
H -1.14166 1.72714 -2.16018 -0.2 0.3 -0.3
H 0.52970 2.15364 -2.20916 0.1 0.3 -0.3
H -0.06673 0.82963 -3.19073 0.0 0.2 -0.6
C -2.03020 2.14295 1.37287 0.1 -0.1 -1.4
O -1.65225 0.83186 1.74785 -0.1 0.1 1.1
C -1.10245 0.05233 0.83546 0.2 -0.1 -0.1
O -0.93160 0.34418 -0.32015 0.0 -0.1 -0.2
O -0.77114 -1.09322 1.41952 -0.4 0.1 0.0
C -0.32977 -2.11170 0.54293 0.1 -0.3 -1.0
H -2.91701 2.08344 0.73312 -0.2 0.1 0.3
H -1.27120 2.59714 0.73162 0.1 0.1 0.3
H -2.20668 2.71500 2.27274 0.0 -0.1 0.1
H -0.02833 -2.94888 1.16109 0.1 0.1 0.1
H 0.47710 -1.76770 -0.10758 0.2 0.1 0.4
H -1.09219 -2.44487 -0.16840 -0.4 0.1 0.4
C 6.41622 -5.86819 1.54300 0.7 0.0 0.2
O 5.55326 -4.94684 0.90063 0.0 0.2 0.0
C 4.78914 -4.20682 1.71330 -0.1 -0.5 -0.2
O 4.71398 -4.31539 2.90645 0.1 0.0 0.2
O 4.09183 -3.37524 0.95774 -0.4 -0.2 -0.4
C 2.98991 -2.74942 1.60943 0.3 0.9 0.5
H 6.64243 -6.67652 0.85464 -0.3 0.1 -0.2
H 5.99437 -6.26787 2.46024 -0.2 0.1 0.0
H 7.36749 -5.37597 1.76417 -0.1 0.0 0.2
H 2.29448 -2.40919 0.85570 0.1 -0.2 -0.3
H 3.37255 -1.86494 2.12094 -0.2 0.0 0.1
H 2.49306 -3.38605 2.33803 0.1 -0.2 -0.1
O -3.56512 -3.09710 -0.69364 0.2 -0.1 0.1
C -4.36862 -2.23172 -0.78782 -0.1 0.2 -0.3
O -4.36095 -1.07803 -0.06792 -0.1 -0.1 0.0
C -5.63198 -0.45066 -0.24043 -0.2 0.2 -0.1
C -6.08413 -0.97509 -1.58868 -0.2 -0.5 -0.3
O -5.41011 -2.24796 -1.65296 -0.1 0.2 0.2
H -6.29030 -0.77238 0.56825 0.0 -0.1 0.0
H -5.56142 0.63422 -0.21429 0.3 0.0 0.0
H -5.78413 -0.39804 -2.46504 0.2 0.2 0.2
H -7.15992 -1.12591 -1.66120 0.0 -0.2 0.1
O 1.84889 0.37705 2.33867 -0.2 -0.4 -0.1
C 1.75190 1.52928 2.58766 0.4 0.6 0.3
O 2.26879 2.13249 3.68894 0.3 0.0 -0.5
C 2.23236 3.55560 3.52447 -0.6 0.0 0.1
C 1.22441 3.74989 2.37523 0.7 0.1 -0.1
O 1.14903 2.44241 1.79800 -0.5 0.0 0.1
H 1.91308 3.93161 4.49275 -0.1 0.4 -0.2
H 3.19851 3.98497 3.25980 0.2 -0.4 0.1
H 1.60301 4.37866 1.57209 0.0 0.2 0.2
H 0.26663 4.15129 2.70593 -0.2 -0.5 -0.1


| no. | HOMO (eV) |
| --- | --- |
| 1 | -8.44 |
| 2 | -9.59 |
| 3 | -10.39 |